1.
The following is a quantum chemistry calculation of 4 unconnected molecules or ions with the total composition C4H13NO3 in a non-equilibrium geometry, from OMol25.

Computed properties:
**LUMO energy**: 0.5 eV
**DFT total energy**: -11989.611 eV

Last column: Mulliken charge in e.
Cartesian coordinates (Å):
H  -1.23752  -1.34517  -1.74644  0.359
H  3.28513  1.95593  -0.87885  0.281
H  -0.86726  -2.22835  -0.53980  0.346
H  2.34480  1.59290  0.71852  0.294
H  -1.76287  1.12413  1.66771  0.309
O  -2.01989  1.64610  2.43800  -0.664
H  1.29600  -2.94521  0.21629  0.268
C  0.14824  0.56812  -0.47196  1.371
O  -1.12281  -2.25926  -1.46879  -0.692
H  1.37134  1.08750  -2.15184  0.300
H  0.70921  -2.91098  1.67152  0.247
C  0.15970  -0.14651  0.66850  -1.474
H  -0.77514  1.50024  -1.94805  0.222
H  1.16585  -0.08919  1.03735  0.105
H  -1.74981  1.16995  -0.60069  0.210
H  -0.74846  -0.62115  0.98423  0.676
C  1.39755  1.11298  -1.06417  -0.534
C  2.41726  1.58804  -0.35699  -0.826
H  -1.36118  1.40538  3.09337  0.327
O  0.76210  -2.43736  0.83646  -0.518
N  -1.03527  0.83731  -1.23096  -0.608


2.
The following is a quantum chemistry calculation of 3 unconnected molecules or ions with the total composition C12H28Cl4N2O4P2S2 in a non-equilibrium geometry, from OMol25.

Computed properties:
**LUMO energy**: -0.2 eV
**DFT total energy**: -114398.744 eV

Last column: Mulliken charge in e.
Cartesian coordinates (Å):
H  1.73336  0.38935  -5.95266  0.357
H  -0.44140  0.57848  -0.80384  0.118
H  -5.13723  -0.58468  -0.26196  0.272
H  -2.04489  -0.70013  2.13637  0.257
C  1.71501  4.17474  3.86865  -0.357
O  0.95336  -1.24670  1.31409  -0.387
H  -3.86896  0.77689  0.30932  0.210
H  -0.71101  -1.70835  -2.56345  0.216
H  2.52129  -2.16652  -4.40620  0.141
H  -1.88869  -2.56918  2.33384  0.261
C  -0.29560  -2.25321  -0.53688  0.270
H  -2.27109  -0.03572  -1.81723  0.315
C  1.22988  1.38106  0.21557  -0.407
H  -3.51434  -1.41494  -2.13979  0.324
H  1.61573  2.28586  -0.46068  0.301
N  0.56433  0.34203  -0.65868  0.041
H  -4.17685  -2.33467  3.27371  0.306
H  2.94224  -0.39427  -1.78388  0.100
C  2.23202  5.59659  4.01505  -0.432
Cl  -0.00440  4.03487  4.31417  -0.174
H  -4.51031  -0.80223  2.22493  0.200
H  -4.65737  -2.52043  1.37514  0.253
H  3.46103  -1.08350  0.37526  0.074
C  -4.21060  0.08434  -0.57026  -1.013
P  -2.14728  -2.04636  -0.12066  -0.311
C  2.66146  -1.43101  -5.20438  -0.318
H  -1.02891  -3.34848  -2.19481  0.386
O  0.07951  -3.41163  0.34043  -0.332
C  -4.06501  -1.90872  2.18081  -0.842
H  3.31515  5.61602  3.86203  0.301
N  -0.36117  -2.54702  -2.05066  -0.426
H  0.49643  1.76712  2.34686  0.115
H  1.83125  3.80618  2.84475  0.185
C  -2.46560  -1.71473  1.73208  -0.244
H  0.08304  3.20173  1.11059  0.274
Cl  4.26065  -0.67656  -4.98565  -0.185
H  2.69262  -1.96626  -6.15832  0.360
O  2.51762  -3.55537  1.75802  -0.530
C  1.54053  -0.40461  -5.22447  -0.515
H  0.59703  -0.88956  -5.49199  0.275
H  2.16568  1.00847  0.81089  0.266
H  2.26930  3.50707  4.53532  0.341
H  -0.96203  1.60947  1.07599  0.105
P  2.61090  -1.38180  -0.75027  0.212
Cl  1.52216  6.69792  2.80814  -0.185
C  0.12296  2.02927  1.25544  -0.585
S  1.10936  -2.92715  1.61622  1.097
H  -4.62712  0.81440  -1.41755  0.343
O  0.56442  -3.03470  3.09335  -0.570
C  0.77875  -1.07198  -0.16626  -0.036
S  2.89052  -3.14647  -1.51896  -0.316
C  -3.00459  -0.78157  -1.26544  -0.345
H  2.02165  6.00208  5.00960  0.326
Cl  1.29519  0.35455  -3.63169  -0.087


3.
The following is a quantum chemistry calculation of 16 unconnected molecules or ions with the total composition C25H61BN17O35 in a non-equilibrium geometry, from OMol25.

Computed properties:
**Net charge**: +1
**LUMO energy**: -4.3 eV
**DFT total energy**: -124539.129 eV

Last column: Mulliken charge in e.
Cartesian coordinates (Å):
H  -10.35880  -5.19858  -1.38165  0.285
C  -2.71619  -4.63687  2.92896  -0.814
H  8.33768  -6.70407  0.39242  0.310
O  -8.33303  5.16367  3.74783  -0.538
N  4.93064  -0.37932  -0.10147  0.053
H  -3.82807  9.29059  1.41529  0.264
C  2.34695  -1.13160  -0.48525  0.927
O  0.30375  12.09569  0.59650  -0.518
H  5.58657  3.14080  -5.09931  0.348
C  4.60890  -1.09914  -1.19333  -0.273
C  -1.30178  -1.31802  -0.07388  -0.377
H  7.90638  0.00288  1.14234  0.342
O  0.75731  -2.53450  -1.50230  -0.595
N  6.77182  3.91591  -3.54523  0.950
H  1.68032  11.40518  -1.98135  0.307
H  -2.47701  10.36383  1.90497  0.306
H  7.21443  3.69784  -5.57092  0.452
O  6.88529  0.92828  -0.85619  -0.490
N  8.26131  -5.97846  -1.56882  0.893
H  6.45737  1.40479  -8.68875  0.315
H  5.72355  -5.68148  -3.44150  0.104
C  -5.56542  -3.87424  7.18875  -0.708
C  3.02820  -4.67593  -0.55507  -0.617
C  3.31594  -1.49120  -1.42723  -0.821
C  2.70259  -0.40861  0.64468  -0.847
H  -4.34349  0.35271  -0.30412  0.394
H  5.26650  5.59568  -0.53357  0.262
N  4.42365  -4.31367  -4.34775  0.810
N  8.11156  2.20323  -7.66395  0.892
O  2.40149  11.59831  0.50088  -0.543
O  -9.09384  -3.30294  -0.14351  -0.551
H  3.84196  -4.08200  -0.14641  0.232
C  -1.69864  5.56153  0.79477  -0.543
H  7.02449  2.16845  -4.66118  0.295
H  2.89201  -4.48177  -1.61473  0.313
N  -7.26026  -4.56953  2.64122  1.015
B  6.39547  0.02738  0.04085  0.795
N  -3.25827  -3.25268  2.88417  0.944
H  -2.00802  -4.68504  3.75193  0.328
H  -5.69090  -3.94970  8.26509  0.286
H  -3.23153  2.17682  0.23374  0.206
H  -6.06502  5.84577  2.70044  0.268
O  3.87171  5.40854  2.32212  -0.525
O  -3.08239  -2.61066  1.86260  -0.633
H  -3.57780  -0.61477  0.98071  0.304
H  7.30910  2.09751  0.82816  0.373
H  2.10825  -4.49653  -0.00929  0.303
O  5.46311  4.24598  1.44749  -0.537
H  -5.68920  -9.28401  2.59366  0.319
H  4.29144  0.54212  1.68532  0.466
N  -10.19300  -3.75765  0.12329  0.915
H  -5.84534  4.45412  3.80563  0.293
N  3.40425  -6.10550  -0.40803  0.932
N  -2.34516  9.58195  -0.02645  0.879
C  4.01977  -0.05035  0.81258  -0.171
H  -1.53933  -1.30785  0.99225  0.118
O  -3.90010  -5.10327  6.15521  -0.521
H  1.96457  -0.11685  1.38747  0.570
O  -11.07263  -3.16372  0.70196  -0.524
H  6.19150  2.87809  -0.31369  0.203
H  -5.77850  -2.86835  6.83796  0.263
O  4.58322  -3.66795  -5.35341  -0.533
O  4.42557  -6.45327  -0.97350  -0.536
H  5.40897  -1.35608  -1.88632  0.594
C  -6.24277  4.78722  2.85053  -0.665
O  -3.78405  5.96336  1.69744  -0.511
H  4.22712  -6.38330  -4.13183  0.279
C  -2.37284  -0.39554  -0.77739  0.229
H  -6.07110  -7.93838  1.47999  0.289
O  7.45974  3.21477  -7.46948  -0.580
C  6.63579  3.17052  -4.82628  -0.936
O  -8.19146  -9.92559  2.77224  -0.530
O  -8.19762  3.83903  2.04960  -0.533
O  9.22333  -5.24297  -1.55694  -0.538
C  1.05916  10.90858  -1.24129  -0.637
H  7.26706  -5.29093  0.13211  0.188
C  -3.16196  10.09222  1.10646  -0.742
N  -3.17108  5.36969  0.83315  0.945
O  -3.66815  4.63628  0.00352  -0.549
H  7.44557  0.22513  -7.77645  0.284
N  1.27192  11.59319  0.06212  0.893
H  -7.72161  -2.91505  1.46169  0.316
N  -7.71617  4.57770  2.88396  0.903
C  0.90685  -1.55254  -0.81082  0.012
C  7.46290  1.09866  -8.42230  -0.717
H  -1.29910  5.22586  1.74806  0.301
N  -2.94192  1.42416  0.85650  -0.551
N  -7.67180  -9.22423  1.93304  0.903
C  7.60138  -6.24637  -0.26233  -0.613
O  -1.64827  8.60565  0.19258  -0.603
C  5.03338  -5.67017  -4.28045  -0.532
H  -3.72300  10.95498  0.76624  0.318
H  -9.73076  -5.79682  0.18693  0.287
H  -6.65271  -7.88426  3.16856  0.243
H  0.00955  10.98214  -1.50506  0.256
O  -0.01199  -0.73263  -0.32929  -0.367
O  9.24628  2.02044  -7.29015  -0.492
H  -3.50525  1.55518  1.69295  0.245
H  -1.29456  4.97359  -0.02206  0.309
H  5.55322  -5.85981  -5.21244  0.309
H  -1.51552  6.62247  0.64219  0.134
C  7.07664  2.23897  -0.23766  -0.721
O  -8.00356  -5.25211  3.31449  -0.554
O  7.89065  4.04042  -3.09812  -0.527
N  4.62865  5.13538  1.42169  0.876
O  -6.27765  -4.97771  2.05350  -0.551
C  -6.41812  -8.52485  2.32307  -0.690
O  -2.42068  10.16260  -1.08305  -0.504
H  -8.46491  -2.90664  3.08752  0.341
H  3.52408  5.83755  -0.20864  0.271
O  -3.83861  -2.85824  3.86824  -0.527
H  4.72864  6.98665  0.45516  0.304
H  -2.22712  -4.85087  1.98497  0.330
O  3.79315  -3.93834  -3.36700  -0.519
H  -6.18224  -4.60327  6.67473  0.300
H  -2.33219  0.86242  -2.23892  0.349
O  -1.72301  0.62906  -1.52911  -0.609
O  2.68405  -6.81872  0.24997  -0.553
C  4.53162  5.95422  0.18031  -0.670
O  -8.08763  -9.04429  0.80535  -0.535
H  -3.55327  -5.31043  3.09161  0.237
H  -1.44605  -2.33745  -0.43914  0.443
C  -3.39778  0.16813  0.23792  -0.670
H  1.35413  9.87091  -1.11452  0.236
H  3.12273  -2.05089  -2.33971  0.706
H  -6.71760  -2.56852  2.90895  0.253
C  -7.56802  -3.12220  2.51707  -0.806
H  8.06166  0.91725  -9.31016  0.289
H  -5.82748  4.20806  2.03420  0.271
H  6.76150  -6.91195  -0.42523  0.293
N  -4.13755  -4.15996  6.88317  0.924
O  5.75723  4.35179  -3.03010  -0.551
O  -3.31257  -3.42902  7.38426  -0.533
O  7.79147  -6.50929  -2.55671  -0.544
O  7.11594  -0.54983  1.02809  -0.408
H  7.89774  2.72687  -0.77312  0.291
C  -10.46325  -5.15898  -0.30114  -0.730
H  -2.92398  -1.00713  -1.51190  0.419
H  -11.47000  -5.42326  0.00157  0.307


4.
The following is a quantum chemistry calculation of a molecular structure, C4H9OP3 in a non-equilibrium geometry, from OMol25.

Computed properties:
**LUMO energy**: -0.6 eV
**DFT total energy**: -34204.910 eV

Last column: Mulliken charge in e.
Cartesian coordinates (Å):
H  2.47867  -0.32752  1.76073  0.114
C  -1.95002  -0.18781  -0.10963  -1.297
H  0.50980  -0.41493  -1.87582  0.236
O  1.84190  -1.13760  -0.37993  -0.344
H  -2.53912  -1.18268  0.01533  0.301
C  3.18631  1.26429  -0.29019  -0.468
C  -0.38891  -0.13916  0.16134  -0.351
P  4.83831  -0.92822  0.35890  -0.187
H  -2.45772  0.55919  0.51033  0.360
H  2.72074  2.16969  0.27386  0.233
H  -0.15098  0.96724  0.16622  0.271
H  0.09760  -1.94192  -0.90314  0.317
P  5.03015  1.12230  -0.26736  0.059
P  2.85682  -0.28377  0.47463  0.275
H  -0.26675  -0.43075  1.15437  0.396
C  0.42187  -0.92870  -0.84365  -0.273
H  -2.06344  0.15596  -1.10949  0.359


no.,gap between HOMO and LUMO (eV)
1,8.9513
2,8.1492
3,7.0630
4,6.8645